Here is C13H9N7O2S2Tc as an isolated structure at a distorted geometry from the OMol25 dataset. Energies are from wB97M-V/def2-TZVPD.

Structure (XYZ):
```
34
Properties=species:S:1:pos:R:3:lowdin_charge:R:1
Tc -1.572 0.610 1.545 1.37
N 2.458 -3.551 -2.804 0.16
C 2.190 -2.684 -1.801 -0.29
C 1.462 -3.112 -0.677 -0.02
C 1.164 -2.239 0.333 -0.06
C 1.601 -0.915 0.240 -0.35
C 2.339 -0.464 -0.861 -0.05
C 2.630 -1.344 -1.869 -0.01
S 1.123 0.211 1.420 0.68
O 0.089 -0.481 2.298 -0.43
O 2.176 0.867 2.106 -0.22
N 0.115 1.222 0.591 -0.21
C -0.294 2.558 0.770 -0.44
N 0.471 3.624 0.824 0.17
C -0.170 4.793 0.933 -0.05
C -1.557 4.912 1.006 -0.02
C -2.285 3.758 1.018 -0.07
N -1.665 2.566 0.902 -0.04
H 2.055 -4.469 -2.804 0.11
H 2.926 -3.247 -3.634 0.11
H 1.115 -4.137 -0.628 0.12
H 0.593 -2.569 1.195 0.12
H 2.666 0.572 -0.924 0.13
H 3.188 -1.007 -2.737 0.12
H 0.463 5.677 0.964 0.13
H -2.042 5.876 1.065 0.12
H -3.364 3.743 1.111 0.13
S -4.154 0.484 3.857 0.86
C -3.042 0.512 2.840 -0.81
N -1.469 -4.035 -2.789 0.15
C -1.941 -3.243 -2.092 -0.30
N -2.543 -2.357 -1.297 0.16
C -2.346 -1.498 -0.469 -0.26
N -2.382 -0.633 0.369 -0.05
```

Results
relative energy (zero: lowest compared OMol25 entry of this formula, charge and spin): 7.8 kcal per mole
Kohn-Sham gap (alpha / beta): 6.58 / 5.48 eV
expectation value of S²: 2.03
spin multiplicity: 3
M: 457.396 g mol⁻¹
charge: +1

Here is a 17-piece molecular cluster, C144H166F6N10O22S2 overall at a distorted geometry from the OMol25 dataset. Energies are from wB97M-V/def2-TZVPD.

Structure (XYZ):
```
350
Properties=species:S:1:pos:R:3:lowdin_charge:R:1
C -1.069 -2.314 -2.440 -0.06
C -1.375 -1.940 -0.993 -0.09
N -0.499 -0.693 -0.427 -0.16
C 0.991 -0.895 -0.778 0.02
C -0.995 0.608 -1.191 -0.14
C -0.272 1.916 -0.800 -0.05
C -0.767 -0.436 1.133 -0.05
C -1.036 -1.706 1.932 -0.17
O 0.154 -2.503 1.862 -0.18
C 0.207 -3.476 2.856 -0.12
H -0.127 -2.753 -2.767 0.07
H -1.253 -1.476 -3.112 0.06
H -1.808 -3.041 -2.779 0.08
H -1.150 -2.739 -0.287 0.09
H -2.412 -1.763 -0.710 0.11
H 1.276 -1.791 -0.226 0.10
H 1.508 0.016 -0.478 0.06
H 1.150 -0.770 -1.849 0.10
H -2.049 0.703 -0.930 0.12
H -0.860 0.530 -2.269 0.09
H 0.767 1.962 -1.127 0.06
H -0.387 1.991 0.281 0.06
H -0.826 2.757 -1.218 0.07
H -1.666 0.181 1.145 0.11
H -0.014 0.260 1.502 0.12
H -1.911 -2.252 1.578 0.12
H -1.247 -1.471 2.975 0.12
H -0.730 -4.032 2.851 0.08
H 0.413 -3.148 3.875 0.06
H 0.915 -4.296 2.745 0.08
C 2.772 -4.553 -2.063 -0.59
F 2.225 -4.116 -3.183 0.13
F 3.977 -5.269 -2.188 0.08
F 2.965 -3.476 -1.279 0.11
S 1.488 -5.681 -1.205 0.74
O 2.236 -6.045 -0.037 -0.32
O 0.322 -4.830 -0.860 -0.31
N 1.465 -6.960 -2.511 -0.25
S -0.004 -6.943 -2.788 0.50
O -0.901 -7.450 -1.700 -0.34
O -0.406 -5.684 -3.415 -0.34
C -0.190 -8.407 -4.056 -0.52
F 0.507 -9.503 -3.763 0.14
F -1.506 -8.685 -4.306 0.10
F 0.256 -7.950 -5.332 0.03
C 2.241 -3.796 6.529 -0.06
C 0.744 -4.030 6.874 -0.19
N -0.178 -2.982 6.263 -0.18
C -1.586 -3.378 6.211 -0.27
C -2.389 -3.573 7.473 -0.08
C -0.111 -1.746 6.965 -0.29
C -0.817 -0.573 6.256 -0.06
H 2.318 -3.580 5.464 0.05
H 2.791 -4.715 6.730 0.07
H 2.752 -2.995 7.063 0.06
H 0.364 -4.962 6.457 0.11
H 0.535 -4.143 7.937 0.11
H -2.080 -2.724 5.493 0.10
H -1.580 -4.370 5.758 0.10
H -3.430 -3.594 7.150 0.07
H -2.192 -4.482 8.040 0.08
H -2.437 -2.743 8.178 0.07
H 0.929 -1.431 7.052 0.08
H -0.324 -1.881 8.025 0.11
H -0.379 0.383 6.543 0.07
H -1.859 -0.735 6.532 0.07
H -0.879 -0.551 5.168 0.05
C -6.916 -5.796 -0.398 -0.08
C -7.885 -5.115 -1.390 -0.26
N -7.251 -4.014 -2.178 -0.19
C -6.081 -4.547 -2.903 -0.25
C -5.370 -3.452 -3.682 -0.08
C -8.204 -3.493 -3.159 -0.27
C -9.446 -2.831 -2.529 -0.08
H -6.396 -5.065 0.221 0.05
H -6.281 -6.534 -0.887 0.08
H -7.604 -6.329 0.258 0.08
H -8.341 -5.903 -1.989 0.11
H -8.776 -4.754 -0.878 0.10
H -5.397 -5.022 -2.199 0.10
H -6.404 -5.403 -3.496 0.12
H -5.690 -3.487 -4.724 0.07
H -5.663 -2.489 -3.263 0.07
H -4.299 -3.624 -3.571 0.06
H -8.625 -4.233 -3.840 0.11
H -7.679 -2.776 -3.790 0.10
H -10.088 -2.314 -3.242 0.07
H -9.049 -2.066 -1.863 0.07
H -10.097 -3.620 -2.152 0.06
C -2.891 5.499 1.501 -0.08
C -1.448 5.747 1.867 -0.26
N -0.484 5.306 0.820 -0.14
C -0.460 6.322 -0.330 -0.21
C 0.491 6.046 -1.555 -0.08
C 0.828 5.212 1.431 -0.25
C 1.449 6.564 1.944 -0.04
H -2.986 4.438 1.270 0.08
H -3.244 6.094 0.659 0.06
H -3.499 5.715 2.380 0.07
H -1.294 6.787 2.155 0.11
H -1.316 5.269 2.838 0.09
H -1.437 6.331 -0.813 0.09
H -0.362 7.346 0.028 0.10
H 0.323 5.068 -2.007 0.05
H 0.556 6.888 -2.244 0.08
H 1.467 5.891 -1.096 0.04
H 1.378 4.520 0.793 0.10
H 0.659 4.576 2.300 0.08
H 0.835 6.911 2.775 0.06
H 1.541 7.423 1.280 0.07
H 2.433 6.395 2.382 0.04
C 4.116 0.960 -0.541 -0.07
C 4.728 -0.351 -1.230 -0.23
N 5.532 0.033 -2.400 -0.13
C 4.682 0.540 -3.493 -0.26
C 5.271 1.844 -4.057 -0.05
C 6.060 -1.294 -2.884 -0.27
C 6.847 -1.193 -4.150 -0.08
H 3.746 0.679 0.445 0.06
H 3.373 1.474 -1.151 0.05
H 4.969 1.566 -0.233 0.05
H 5.398 -0.834 -0.518 0.11
H 3.918 -1.064 -1.387 0.09
H 4.506 -0.153 -4.315 0.08
H 3.645 0.579 -3.159 0.09
H 6.324 1.690 -4.293 0.07
H 4.700 2.111 -4.947 0.04
H 5.250 2.664 -3.340 0.06
H 5.252 -2.024 -2.871 0.10
H 6.740 -1.806 -2.202 0.11
H 6.164 -0.838 -4.921 0.04
H 7.430 -1.983 -4.624 0.08
H 7.532 -0.380 -3.911 0.08
C -2.773 4.330 -4.882 -0.06
C -2.182 3.521 -3.697 -0.24
N -1.285 2.445 -4.074 -0.20
C -0.102 3.001 -4.756 -0.21
C 1.166 2.068 -4.685 -0.05
C -1.751 1.261 -4.714 -0.23
C -3.175 0.763 -4.193 -0.05
H -2.053 4.667 -5.627 0.07
H -3.406 5.158 -4.564 0.06
H -3.349 3.635 -5.493 0.06
H -1.529 4.226 -3.181 0.09
H -2.971 3.135 -3.052 0.09
H -0.205 3.003 -5.842 0.11
H 0.118 4.025 -4.455 0.09
H 1.450 1.846 -3.656 0.05
H 0.987 1.141 -5.229 0.06
H 2.113 2.412 -5.099 0.05
H -1.046 0.453 -4.522 0.09
H -1.792 1.511 -5.774 0.11
H -3.943 1.384 -4.653 0.06
H -3.371 0.750 -3.121 0.04
H -3.541 -0.201 -4.548 0.06
O 3.102 -7.979 -6.999 0.01
C 3.387 -7.342 -5.980 -0.63
N 4.334 -7.869 -5.209 0.16
C 2.738 -6.101 -5.612 -0.02
H 4.851 -7.464 -4.442 0.10
H 4.705 -8.716 -5.615 0.11
H 3.552 -5.651 -5.042 0.08
H 1.842 -6.400 -5.069 0.06
H 2.604 -5.369 -6.408 0.08
O 4.164 -8.567 3.950 0.04
C 3.596 -7.888 3.125 -0.68
N 3.166 -8.388 1.984 0.19
C 3.254 -6.524 3.394 -0.02
H 2.864 -7.686 1.325 0.06
H 3.315 -9.357 1.742 0.12
H 2.623 -6.578 4.281 0.10
H 2.631 -6.055 2.633 0.06
H 4.162 -5.967 3.626 0.10
O -4.948 -2.149 0.162 0.03
C -5.786 -2.181 1.002 -0.63
N -6.969 -2.708 0.691 0.18
C -5.537 -1.627 2.451 0.01
H -7.559 -2.957 1.472 0.11
H -7.137 -3.134 -0.209 0.06
H -4.783 -2.120 3.064 0.07
H -6.501 -1.830 2.919 0.06
H -5.392 -0.549 2.519 0.05
C -5.397 3.966 5.105 -0.05
C -5.326 2.749 4.463 -0.07
C -4.092 2.132 4.239 0.01
C -2.926 2.911 4.446 -0.07
C -2.974 4.216 5.069 -0.06
C -4.227 4.679 5.481 0.00
C -1.670 4.954 5.559 -0.22
O -1.831 6.050 6.150 0.07
C -0.374 4.331 5.128 -0.10
C 0.802 5.054 5.314 -0.01
C 2.046 4.458 5.198 -0.05
C 2.153 3.171 4.710 -0.03
C 0.953 2.527 4.277 0.02
C -0.358 3.070 4.433 -0.08
C -1.586 2.342 4.059 -0.26
O -1.507 1.325 3.355 0.06
H -6.366 4.427 5.228 0.11
H -6.272 2.304 4.190 0.10
H -3.994 1.118 3.879 0.10
H -4.353 5.626 5.984 0.11
H 0.801 6.076 5.664 0.13
H 2.932 5.071 5.271 0.09
H 3.131 2.753 4.523 0.10
H 1.066 1.512 3.928 0.11
C 5.410 6.755 8.657 -0.04
C 6.362 5.797 9.150 -0.04
C 6.902 4.928 8.226 0.00
C 6.450 5.014 6.869 -0.05
C 5.631 6.064 6.416 -0.11
C 5.090 6.946 7.316 -0.01
C 5.290 6.287 4.996 -0.27
O 4.677 7.281 4.582 0.08
C 5.534 5.157 4.026 -0.09
C 4.923 5.149 2.799 -0.02
C 4.974 4.016 1.971 -0.04
C 5.593 2.872 2.443 -0.06
C 6.163 2.846 3.712 0.01
C 6.231 4.012 4.525 -0.06
C 6.850 3.944 5.869 -0.25
O 7.591 2.970 6.088 0.08
H 5.003 7.486 9.340 0.10
H 6.669 5.758 10.184 0.11
H 7.624 4.220 8.606 0.12
H 4.306 7.666 7.131 0.13
H 4.409 6.020 2.419 0.10
H 4.472 4.068 1.016 0.10
H 5.701 1.958 1.878 0.09
H 6.773 2.015 4.036 0.11
C 5.109 5.120 -11.368 -0.05
C 3.713 4.925 -11.444 -0.05
C 2.962 4.958 -10.288 0.00
C 3.533 5.284 -9.006 -0.08
C 4.934 5.534 -8.969 -0.07
C 5.681 5.473 -10.172 -0.01
C 5.632 5.896 -7.705 -0.27
O 6.818 6.182 -7.612 0.11
C 4.815 5.746 -6.439 -0.05
C 5.321 6.000 -5.131 0.00
C 4.588 5.826 -3.952 -0.06
C 3.278 5.337 -4.041 -0.06
C 2.687 5.276 -5.279 0.00
C 3.426 5.494 -6.480 -0.07
C 2.707 5.440 -7.774 -0.30
O 1.478 5.493 -7.862 0.09
H 5.662 5.065 -12.294 0.11
H 3.171 4.842 -12.375 0.11
H 1.884 4.999 -10.340 0.12
H 6.758 5.486 -10.089 0.12
H 6.335 6.283 -4.892 0.11
H 5.071 6.035 -3.009 0.11
H 2.694 5.326 -3.133 0.08
H 1.625 5.079 -5.286 0.09
C -7.191 -6.570 6.739 -0.03
C -6.219 -7.312 7.572 -0.04
C -4.965 -7.485 7.085 -0.03
C -4.552 -6.844 5.893 -0.10
C -5.422 -6.062 5.089 -0.03
C -6.788 -5.968 5.539 -0.02
C -4.994 -5.346 3.747 -0.26
O -5.673 -4.527 3.202 0.10
C -3.653 -5.808 3.260 -0.08
C -3.293 -5.580 1.950 -0.03
C -2.089 -5.879 1.442 -0.06
C -1.193 -6.634 2.214 -0.04
C -1.558 -7.058 3.483 -0.01
C -2.774 -6.640 4.028 -0.05
C -3.156 -7.077 5.481 -0.26
O -2.295 -7.558 6.239 0.07
H -8.191 -6.460 7.132 0.09
H -6.530 -7.722 8.522 0.10
H -4.278 -8.002 7.739 0.12
H -7.507 -5.376 4.993 0.10
H -3.877 -5.007 1.245 0.12
H -1.707 -5.437 0.533 0.10
H -0.217 -6.881 1.824 0.11
H -0.921 -7.772 3.983 0.12
C 4.831 -4.289 1.239 -0.07
C 6.239 -4.171 1.387 -0.04
C 6.749 -3.164 2.144 0.00
C 5.865 -2.353 2.927 -0.09
C 4.486 -2.463 2.847 -0.03
C 3.998 -3.425 1.880 -0.01
C 3.558 -1.655 3.791 -0.21
O 2.318 -1.564 3.600 0.06
C 4.180 -0.895 4.939 -0.09
C 3.438 -0.227 5.896 -0.02
C 4.064 0.527 6.914 -0.06
C 5.447 0.602 6.975 -0.05
C 6.206 -0.147 6.023 0.00
C 5.610 -0.847 4.971 -0.06
C 6.529 -1.610 4.029 -0.27
O 7.742 -1.621 4.206 0.10
H 4.451 -4.978 0.500 0.09
H 6.915 -4.739 0.764 0.11
H 7.812 -3.082 2.318 0.12
H 2.954 -3.694 1.815 0.10
H 2.397 -0.513 5.916 0.09
H 3.429 1.184 7.489 0.10
H 5.700 1.269 7.786 0.10
H 7.267 -0.116 6.223 0.12
C -7.496 8.889 -0.731 -0.05
C -8.005 8.592 0.567 -0.05
C -7.910 7.348 1.090 -0.02
C -7.247 6.340 0.379 -0.06
C -6.730 6.620 -0.906 -0.06
C -6.923 7.892 -1.457 -0.02
C -6.051 5.519 -1.671 -0.31
O -5.472 5.635 -2.697 0.13
C -6.039 4.167 -1.037 -0.04
C -5.553 3.057 -1.700 -0.03
C -5.649 1.783 -1.242 -0.08
C -6.081 1.522 0.003 -0.05
C -6.607 2.556 0.804 0.01
C -6.598 3.860 0.299 -0.04
C -7.121 5.028 1.110 -0.28
O -7.420 4.882 2.274 0.10
H -7.642 9.878 -1.140 0.11
H -8.514 9.403 1.066 0.11
H -8.408 7.172 2.032 0.12
H -6.641 8.042 -2.489 0.12
H -5.134 3.233 -2.679 0.11
H -5.313 0.976 -1.876 0.10
H -5.978 0.560 0.482 0.09
H -6.889 2.254 1.802 0.10
C 4.148 0.979 -7.367 -0.03
C 3.254 1.909 -7.970 -0.03
C 1.992 1.507 -8.245 -0.03
C 1.639 0.250 -7.882 -0.08
C 2.485 -0.671 -7.257 -0.11
C 3.761 -0.311 -7.072 -0.03
C 2.097 -2.008 -6.763 -0.24
O 2.952 -2.861 -6.461 0.08
C 0.597 -2.126 -6.565 -0.04
C 0.210 -3.184 -5.729 0.01
C -1.150 -3.321 -5.524 -0.06
C -2.086 -2.411 -6.027 -0.05
C -1.690 -1.386 -6.868 -0.04
C -0.362 -1.200 -7.160 -0.06
C 0.131 0.000 -7.977 -0.28
O -0.651 0.792 -8.407 0.11
H 5.151 1.284 -7.109 0.10
H 3.637 2.878 -8.254 0.09
H 1.332 2.256 -8.656 0.13
H 4.464 -0.924 -6.527 0.11
H 0.928 -3.892 -5.341 0.10
H -1.534 -4.145 -4.942 0.09
H -3.138 -2.511 -5.809 0.10
H -2.415 -0.639 -7.155 0.12
```

Results
Kohn-Sham gap: 6.81 eV
spin multiplicity: 1
M: 2567.082 g mol⁻¹
charge: 0

Here is C14H10BiF5N as an isolated structure at a distorted geometry from the OMol25 dataset. Energies are from wB97M-V/def2-TZVPD.

Structure (XYZ):
```
31
Properties=species:S:1:pos:R:3:lowdin_charge:R:1
C 0.614 3.034 -0.282 -0.21
C 1.415 2.474 0.792 -0.24
C 0.518 2.045 1.848 -0.29
C -0.848 2.329 1.420 -0.33
C -0.787 2.936 0.102 -0.26
Bi 0.009 0.633 -0.001 1.78
C 1.830 0.049 -1.168 -0.25
C 0.966 0.488 -2.345 -0.66
C 1.458 1.019 -3.513 -0.06
N -0.375 0.423 -2.087 -0.18
H 0.803 1.549 2.760 0.08
H 2.491 2.370 0.791 0.09
H -1.745 2.081 1.963 0.08
H -1.632 3.236 -0.503 0.09
H 0.987 3.381 -1.238 0.09
H 2.815 0.474 -1.105 0.04
H -1.086 0.702 -2.751 0.05
H 1.752 -1.019 -0.978 0.02
H 2.519 1.018 -3.684 0.00
H 0.773 1.365 -4.269 0.01
F -0.540 -0.468 2.928 0.01
C -0.784 -1.509 2.041 -0.23
C -0.623 -1.348 0.689 -0.24
C -0.890 -2.389 -0.163 -0.24
F -0.749 -2.269 -1.523 0.04
C -1.323 -3.624 0.337 -0.14
F -1.588 -4.651 -0.493 0.08
C -1.484 -3.784 1.718 -0.14
F -1.905 -4.960 2.218 0.09
C -1.213 -2.717 2.584 -0.15
F -1.375 -2.865 3.912 0.08
```

Results
Kohn-Sham gap: 5.20 eV
spin multiplicity: 1
M: 496.211 g mol⁻¹
charge: -1

Here is a single C14H10BrN3 molecule at a distorted geometry from the OMol25 dataset. Energies are from wB97M-V/def2-TZVPD.

Structure (XYZ):
```
28
Properties=species:S:1:pos:R:3:lowdin_charge:R:1
N 0.665 1.347 -4.180 0.18
C 0.399 0.988 -2.920 -0.34
N -0.232 1.756 -2.079 0.15
C -0.323 1.092 -0.873 -0.29
N -0.913 1.613 0.121 0.18
C -0.977 1.148 1.400 -0.30
C -2.224 0.882 1.979 -0.02
C -2.320 0.519 3.305 -0.13
C -1.172 0.446 4.077 -0.69
Br -1.304 -0.049 5.915 0.70
C 0.071 0.729 3.536 -0.13
C 0.168 1.071 2.204 -0.04
C 0.315 -0.251 -1.009 -0.08
C 0.471 -1.325 -0.158 0.00
C 1.120 -2.453 -0.652 -0.06
C 1.591 -2.502 -1.955 -0.08
C 1.423 -1.426 -2.819 -0.02
C 0.780 -0.309 -2.331 -0.10
H 1.162 0.735 -4.801 0.10
H 0.365 2.252 -4.495 0.11
H -3.109 0.946 1.365 0.11
H -3.282 0.300 3.742 0.10
H 0.957 0.674 4.151 0.10
H 1.131 1.298 1.769 0.12
H 0.104 -1.301 0.856 0.11
H 1.258 -3.308 -0.007 0.11
H 2.091 -3.392 -2.306 0.10
H 1.785 -1.479 -3.836 0.11
```

Results
SMILES string: NC1=N/C(=N/c2ccc(Br)cc2)c2ccccc21
relative energy (zero: lowest compared OMol25 entry of this formula, charge and spin): 0.0 kcal per mole
Kohn-Sham gap: 7.66 eV
spin multiplicity: 1
M: 300.159 g mol⁻¹
charge: 0